The following is a quantum chemistry calculation of a cluster of 2 separate species, C9H14 in total in a non-equilibrium geometry, from the Open Molecules 2025 dataset.

The relative energy (zero: lowest compared OMol25 entry of this formula, charge and spin) comes out at 72.34 kJ/mol. The value obtained for the HOMO-LUMO gap is 10.0 eV. The lowest unoccupied orbital energy is 0.958 eV. As for the SMILES: Cc1ccccc1.CC. The net charge is 0. Its maximum force is 2.659 eV/A.

Structure (XYZ):
```
23
C9H14, DFT the ωB97M-V functional and the def2-TZVPD basis
C -0.8329 -2.2447 -1.4667
C -0.4611 -1.7460 -0.1366
C -1.2129 -1.8700 1.0247
C -0.7762 -1.4726 2.3059
C 0.5157 -1.0575 2.5223
C 1.3044 -0.9136 1.3592
C 0.8010 -1.1716 0.1099
H -0.8628 -3.3315 -1.5032
H -0.2167 -1.8388 -2.2823
H -1.8355 -1.9245 -1.8035
H -2.1822 -2.3394 0.9163
H -1.5736 -1.4146 3.0442
H 0.8839 -0.8841 3.5228
H 2.3522 -0.6324 1.3946
H 1.4713 -1.1689 -0.7457
C 0.5299 2.7037 -1.7232
C 0.2194 3.3042 -0.3525
H -0.3324 2.0957 -2.0007
H 0.8064 3.5262 -2.4089
H 1.4003 2.0653 -1.7612
H -0.8438 3.5997 -0.3721
H 0.6992 4.2228 -0.0318
H 0.1463 2.4927 0.3884
```